Molecular formula: C4H14NO2S
Method: DFT, ωB97M-V/def2-TZVPD

Properties
E_HOMO = -3.093 eV
Strongest force on any atom = 8.1 eV/Å
Orbital gap = 6.759 eV
Total energy = -20795.0023 eV
Molar mass = 140.23 g/mol

Geometry as ORCA input:
```
! wB97M-V def2-TZVPD RIJCOSX def2/J DEFGRID3
* xyz -1 1
C -1.125 -1.007 -1.756
N -0.617 -1.296 -0.385
C 0.700 -0.683 0.021
C 0.595 0.872 -0.287
S 1.982 1.727 0.461
C 1.725 -1.429 -0.909
H -2.157 -1.184 -1.833
H -1.028 0.084 -2.036
H -0.796 -1.627 -2.626
H -1.286 -0.886 0.185
H 0.897 -1.185 1.058
H 0.612 0.988 -1.377
H -0.274 1.169 0.377
H 1.725 -2.580 -0.632
H 2.648 -1.032 -0.602
H 1.440 -1.262 -1.939
H -2.055 2.446 0.975
H -1.458 1.658 2.203
O -2.321 2.060 1.862
H 0.233 0.331 2.509
H 0.634 1.710 2.162
O -0.075 1.126 2.570
*
```


Molecular formula: C5H12NO3S2
Method: DFT, ωB97M-V/def2-TZVPD

Properties
E_HOMO = -1.268 eV
Strongest force on any atom = 3.7 eV/Å
Orbital gap = 2.018 eV
Total energy = -34672.9818 eV
Molar mass = 198.29 g/mol

Geometry as ORCA input:
```
! wB97M-V def2-TZVPD RIJCOSX def2/J DEFGRID3
* xyz -1 1
S 2.167 2.021 1.924
N 2.326 0.202 1.980
S 4.168 -0.188 1.619
C 1.518 -0.542 0.952
C 0.120 0.178 0.762
C -0.827 0.047 1.997
O -0.989 -0.682 0.679
H 3.173 2.355 1.076
H 2.137 -0.154 2.930
H 4.394 -1.464 2.035
H 1.228 -1.530 1.331
H 1.988 -0.563 -0.035
H 0.103 1.129 0.211
H -0.765 -0.863 2.601
H -1.705 0.694 2.051
O -3.713 -1.190 -3.104
C -2.984 -0.453 -2.319
C -1.777 0.288 -3.205
O -1.027 1.012 -2.423
H -2.450 -0.965 -1.497
H -3.491 0.385 -1.796
H -2.313 0.820 -4.017
H -1.280 -0.539 -3.751
*
```


Molecular formula: C8H14NO3P
Method: DFT, ωB97M-V/def2-TZVPD

Properties
E_HOMO = 0.906 eV
Strongest force on any atom = 4.7 eV/Å
Orbital gap = 4.899 eV
Total energy = -25443.3748 eV
Molar mass = 203.18 g/mol

Geometry as ORCA input:
```
! wB97M-V def2-TZVPD RIJCOSX def2/J DEFGRID3
* xyz -2 1
C 1.660 0.695 -0.396
C 1.176 -0.839 2.304
C -1.684 0.793 1.466
C -1.137 0.702 -2.390
C 0.485 -1.157 0.967
C -0.300 1.287 0.953
C -0.697 -0.344 -1.314
C 0.267 0.150 0.138
N 2.196 1.697 0.019
O 1.974 -0.131 -1.582
O 1.079 -2.565 -1.715
O 0.832 -1.011 -3.745
P 0.841 -1.181 -2.226
H 1.373 0.227 2.419
H 2.184 -1.323 2.261
H 0.786 -1.200 3.198
H -1.678 -0.148 1.851
H -2.544 0.832 0.761
H -2.114 1.335 2.248
H -0.374 1.330 -2.827
H -1.558 0.175 -3.162
H -1.881 1.361 -1.904
H -0.431 -1.590 1.282
H 0.977 -1.726 0.181
H 0.215 1.662 1.835
H -0.284 2.088 0.306
H -1.362 -1.118 -0.927
*
```


Molecular formula: C30H24Cl2HfO2P
Method: DFT, ωB97M-V/def2-TZVPD

Properties
E_HOMO = -11.774 eV
Strongest force on any atom = 2.9 eV/Å
Orbital gap = 7.777 eV
Total energy = -71233.3787 eV
Molar mass = 696.89 g/mol

Geometry as ORCA input:
```
! wB97M-V def2-TZVPD RIJCOSX def2/J DEFGRID3
* xyz 1 1
C -0.805 -1.846 2.503
C -0.863 -2.065 1.091
C 0.464 -2.397 0.642
H -1.780 -2.105 0.504
C 1.352 -2.306 1.768
C 0.546 -2.012 2.920
H 0.865 -2.086 3.958
H -1.667 -1.712 3.161
H 0.733 -2.848 -0.311
H 2.409 -2.573 1.773
Hf 0.574 -0.114 1.320
Cl 2.563 0.929 0.594
P -0.063 -0.119 -1.316
C 1.031 -1.248 -2.304
C 0.616 -1.924 -3.466
H -0.432 -1.921 -3.767
C 1.547 -2.596 -4.265
H 1.203 -3.090 -5.175
C 2.897 -2.629 -3.911
H 3.624 -3.129 -4.551
C 3.309 -2.015 -2.724
H 4.356 -2.042 -2.421
C 2.384 -1.354 -1.922
H 2.727 -0.884 -0.998
C -1.664 -0.557 -2.149
C -2.188 -1.857 -1.992
H -1.656 -2.596 -1.393
C -3.364 -2.239 -2.637
H -3.781 -3.228 -2.443
C -3.990 -1.370 -3.538
H -4.893 -1.682 -4.067
C -3.443 -0.102 -3.749
H -3.884 0.569 -4.488
C -2.330 0.324 -3.016
H -1.962 1.340 -3.149
C 0.315 1.470 -2.164
C 1.034 1.521 -3.364
H 1.462 0.611 -3.784
C 1.197 2.732 -4.041
H 1.730 2.742 -4.992
C 0.679 3.914 -3.505
H 0.805 4.860 -4.039
C 0.006 3.877 -2.277
H -0.398 4.798 -1.851
C -0.158 2.672 -1.594
H -0.654 2.658 -0.620
Cl -0.443 2.663 9.265
C -0.263 2.154 7.642
C -1.399 1.901 6.854
C -1.244 1.587 5.498
C 0.043 1.559 4.955
C 1.175 1.737 5.753
C 1.027 2.026 7.108
C 0.274 1.125 3.573
O -0.589 1.207 2.583
O 1.377 0.517 3.300
H -2.387 1.971 7.300
H -2.094 1.363 4.864
H 2.165 1.643 5.312
H 1.902 2.174 7.742
*
```


Molecular formula: C5H13NO2
Method: DFT, ωB97M-V/def2-TZVPD

Properties
E_HOMO = -8.705 eV
Strongest force on any atom = 6.7 eV/Å
Orbital gap = 8.123 eV
Total energy = -10976.4321 eV
Molar mass = 119.16 g/mol

Geometry as ORCA input:
```
! wB97M-V def2-TZVPD RIJCOSX def2/J DEFGRID3
* xyz 0 1
C 0.834 1.176 -1.298
N -0.169 1.079 -0.286
C -0.036 0.019 0.721
C 0.483 -1.328 0.250
C 1.956 -1.318 0.203
O 2.765 -0.291 0.224
C -1.380 0.047 1.562
H 0.713 2.046 -1.945
H 1.845 1.090 -0.795
H 0.828 0.285 -1.946
H -0.317 2.021 0.198
H 0.712 0.356 1.458
H -0.045 -1.991 -0.457
H 1.432 -1.638 1.269
H 2.514 -2.174 -0.294
H -1.178 -0.657 2.390
H -2.370 -0.189 1.161
H -1.400 1.026 2.063
H -2.807 -0.404 -1.909
H -1.693 0.465 -1.191
O -2.686 0.379 -1.376
*
```


Molecular formula: C2H10BClCoO2
Method: DFT, ωB97M-V/def2-TZVPD

Properties
<S²> = 6.01
E_HOMO (spin up / spin down) = -13.788 / -13.721 eV
Strongest force on any atom = 5.7 eV/Å
Orbital gap (spin up / spin down) = 8.346 / 4.047 eV
Total energy = -57142.2786 eV
Molar mass = 171.30 g/mol

Geometry as ORCA input:
```
! wB97M-V def2-TZVPD RIJCOSX def2/J DEFGRID3
* xyz 1 5
Co 0.488 -1.337 3.146
B 1.854 -2.673 1.702
H 1.183 -1.922 1.315
H 2.816 -2.252 1.455
H 1.816 -2.728 2.779
H 1.733 -3.559 1.098
Cl 0.232 0.691 1.879
C -0.389 1.376 -1.864
C -1.889 1.292 -1.596
O -2.105 0.540 -0.395
O 0.249 2.411 -1.202
H -0.194 1.549 -2.922
H -0.018 0.417 -1.504
H -2.458 1.035 -2.489
H -2.173 2.320 -1.371
H -1.368 0.558 0.220
H 0.222 2.280 -0.251
*
```


> The highest molar mass belongs to which entry?

C30H24Cl2HfO2P